Entry 1:
The following is a quantum chemistry calculation of an isolated molecule of C10H7NO2, from the Open Molecules 2025 dataset.

Computed properties:
HOMO level   -8.849 eV
Energy   -590.447000 hartree
HOMO-LUMO gap   8.202 eV
Energy relative to the best compared isomer or geometry (same formula, charge and spin)   146.8 kJ/mol

Each line ends with the Löwdin charge.
Atoms and positions in Å:
O 2.36026 2.07887 1.36242  0.0277
C 1.19157 1.93622 0.93550  -0.1249
C 0.84837 0.74769 0.20209  -0.0840
C 1.99426 0.01579 -0.19901  -0.2874
O 3.24888 0.30440 0.09389  0.0556
C 1.85394 -1.18576 -0.97614  0.0126
C 0.60992 -1.81015 -0.94928  0.0151
C -0.53353 -1.08390 -0.44739  -0.1761
N -1.77069 -1.78140 -0.48885  0.1326
C -2.71838 -1.06675 -0.07654  -0.2336
C -2.79194 0.25198 0.20205  -0.0610
C -1.62738 0.96250 0.19828  -0.0156
C -0.46983 0.28246 -0.13375  -0.1271
H 0.35665 2.53091 1.30510  0.1225
H 3.03842 1.33757 0.42655  0.0913
H 2.86438 -1.77007 -1.26149  0.1685
H 0.50735 -2.84922 -1.30351  0.1212
H -3.63768 -1.64429 -0.14043  0.1139
H -3.64691 0.72617 0.67433  0.1158
H -1.67767 2.01696 0.57617  0.1328

=====

Entry 2:
The following is a quantum chemistry calculation of a structure of composition C10H8BN6PtS2, from the Open Molecules 2025 dataset.

Computed properties:
HOMO level   -4.703 eV
Energy   -1655.075636 hartree
Total charge   -1
HOMO-LUMO gap   7.068 eV
Energy relative to the best compared isomer or geometry (same formula, charge and spin)   99.7 kJ/mol

Each line ends with the Löwdin charge.
Atoms and positions in Å:
Pt 0.58319 -1.31858 -0.62549  0.5716
S 2.80612 -1.25380 -0.24416  0.4943
C 2.45920 -0.98648 1.42604  -1.1301
S 0.79553 -1.37516 1.66327  0.5408
C 3.33434 -0.49595 2.36686  -0.3780
C 2.92129 -0.33188 3.72586  -0.2569
N 2.58625 -0.19916 4.82083  0.1284
C 4.67269 -0.14558 2.01023  -0.2586
N 5.75269 0.13636 1.72210  0.1279
B -2.15052 0.89651 -1.37045  -0.4074
N -2.35334 -0.53707 -0.71464  -0.0722
C -3.53571 -1.04212 -0.36485  -0.1012
C -3.41252 -2.41258 -0.17864  -0.0663
C -2.07206 -2.66522 -0.44014  -0.1687
N -1.44520 -1.52956 -0.76567  -0.1834
N -0.71344 1.44316 -1.17989  -0.0988
C -0.39832 2.70404 -0.85550  -0.1042
C 0.96160 2.88472 -1.01368  -0.0683
C 1.41523 1.63765 -1.44533  -0.1952
N 0.40695 0.77797 -1.56042  -0.0745
H -2.91722 1.64141 -0.79600  0.0648
H -2.39643 0.79897 -2.55522  0.0599
H -4.38894 -0.38711 -0.30312  0.1167
H -4.17739 -3.11144 0.11038  0.0849
H -1.51146 -3.58459 -0.40937  0.0996
H -1.17773 3.37914 -0.54303  0.1115
H 1.53798 3.77196 -0.81909  0.0846
H 2.41721 1.30441 -1.66089  0.0790